{"formula": "C45H38Cl2N6O7TeW", "method": "ωB97M-V/def2-TZVPD", "multiplicity": 2, "energy_ha": -3848.1911, "charge": 1, "e_homo_ev": [-10.54, -10.54], "de_lowest_kcal_mol": 12.0, "lumo_energy_ev": [-4.341, -6.043], "symbols": ["W", "Cl", "C", "C", "C", "N", "C", "O", "C", "C", "C", "C", "C", "N", "C", "C", "C", "Cl", "N", "C", "O", "C", "C", "C", "C", "C", "N", "H", "H", "H", "H", "H", "H", "H", "H", "H", "H", "O", "C", "O", "C", "C", "C", "N", "C", "C", "C", "O", "O", "H", "H", "H", "C", "C", "O", "N", "Te", "C", "C", "C", "C", "C", "C", "C", "C", "C", "C", "C", "C", "C", "C", "C", "C", "C", "C", "H", "H", "H", "H", "H", "H", "H", "H", "H", "H", "H", "H", "H", "H", "H", "H", "H", "H", "H", "H", "H", "H", "H", "H", "H"], "positions_angstrom": [[-1.39, -0.86, 0.18], [-2.11, 4.11, 5.13], [-2.40, 3.08, 3.80], [-1.36, 2.33, 3.30], [-1.58, 1.47, 2.22], [-0.69, 0.61, 1.65], [0.60, 0.56, 2.20], [1.17, 1.46, 2.76], [1.15, -0.81, 2.12], [2.27, -1.18, 2.84], [2.59, -2.53, 2.91], [1.77, -3.44, 2.26], [0.71, -2.97, 1.50], [0.39, -1.68, 1.44], [-2.89, 1.41, 1.63], [-3.94, 2.18, 2.16], [-3.71, 3.00, 3.22], [-4.99, 3.92, 3.87], [-2.93, 0.62, 0.54], [-4.05, 0.59, -0.29], [-5.18, 0.86, 0.02], [-3.64, 0.29, -1.69], [-4.58, 0.36, -2.69], [-4.16, 0.17, -4.00], [-2.82, -0.05, -4.23], [-1.95, -0.13, -3.15], [-2.33, 0.03, -1.88], [-0.39, 2.44, 3.75], [2.83, -0.42, 3.35], [3.43, -2.87, 3.49], [1.90, -4.51, 2.35], [0.07, -3.66, 0.97], [-4.93, 2.11, 1.73], [-5.60, 0.57, -2.42], [-4.87, 0.20, -4.82], [-2.43, -0.19, -5.22], [-0.92, -0.34, -3.36], [-1.81, -6.00, 5.00], [-1.24, -5.31, 4.18], [-0.11, -5.32, 3.64], [-1.89, -4.05, 3.59], [-1.59, -2.77, 4.08], [-1.72, -1.68, 3.26], [-2.18, -1.79, 1.99], [-2.74, -2.98, 1.65], [-2.65, -4.11, 2.41], [-3.39, -2.93, 0.30], [-4.06, -3.79, -0.19], [-3.13, -1.77, -0.31], [-1.15, -2.64, 5.06], [-1.38, -0.71, 3.58], [-3.07, -5.04, 2.04], [-1.24, -4.58, -1.59], [-0.99, -3.12, -1.83], [-0.98, -2.61, -2.92], [-0.78, -2.35, -0.69], [0.78, 0.12, -1.49], [0.77, 2.07, -2.33], [-0.11, 3.10, -1.99], [-1.13, 2.99, -0.89], [-0.02, 4.30, -2.68], [0.91, 4.52, -3.67], [1.01, 5.83, -4.40], [1.79, 3.47, -3.99], [1.73, 2.25, -3.34], [2.70, 1.17, -3.76], [2.58, 0.18, -0.36], [3.33, -1.00, -0.39], [2.88, -2.24, -1.12], [4.56, -1.02, 0.26], [5.04, 0.10, 0.93], [6.37, 0.07, 1.63], [4.27, 1.26, 0.93], [3.04, 1.33, 0.29], [2.30, 2.64, 0.31], [-0.79, -5.15, -2.41], [-2.32, -4.74, -1.62], [-0.86, -4.92, -0.63], [-1.03, 2.06, -0.34], [-2.15, 3.04, -1.29], [-1.02, 3.82, -0.18], [-0.71, 5.10, -2.41], [0.23, 6.52, -4.07], [0.89, 5.69, -5.47], [1.98, 6.29, -4.23], [2.53, 3.62, -4.76], [3.36, 1.55, -4.54], [2.20, 0.29, -4.15], [3.34, 0.85, -2.93], [1.84, -2.50, -0.89], [3.49, -3.09, -0.83], [2.96, -2.12, -2.20], [5.14, -1.93, 0.25], [6.80, -0.93, 1.63], [6.28, 0.41, 2.66], [7.08, 0.74, 1.14], [4.63, 2.14, 1.45], [2.56, 3.19, 1.22], [1.22, 2.51, 0.30], [2.57, 3.25, -0.55]], "mulliken_charge": [0.289, -0.142, -0.193, -0.753, 0.654, 0.744, -0.751, -0.611, 0.173, -0.275, -1.369, -1.081, 0.144, 1.633, -0.217, -0.951, -0.039, -0.145, 0.592, -0.712, -0.660, 0.817, -0.679, -0.833, -1.407, -0.290, 0.906, 0.846, 0.703, 0.566, 0.574, -0.305, 0.807, 0.645, 0.490, 0.553, 0.774, -0.651, -0.041, -0.594, 0.871, -0.567, -0.598, -0.130, 0.743, -0.677, -0.077, -0.602, -0.816, 0.549, 0.468, 0.588, -1.582, 0.268, -0.424, 2.245, 1.347, 0.647, 0.505, -0.808, -0.942, 0.583, -1.618, -0.967, 0.387, -1.618, 0.476, 0.860, -1.874, -0.982, 0.687, -1.754, -0.897, 1.127, -1.722, 0.493, 0.306, 0.264, -1.176, 0.731, 0.642, 0.434, 0.373, 0.361, 0.345, 0.449, 0.505, 0.231, 0.275, 0.172, 0.457, 0.325, 0.376, 0.411, 0.380, 0.353, 0.508, 0.556, -0.087, 0.406]}